# 1
15
Properties=species:S:1:pos:R:3:lowdin_charge:R:1 method="wB97M-V/def2-TZVPD" spin_multiplicity=1 mol_weight_g_mol=87.12
C -0.43 0.52 2.21 -0.130
C -1.02 0.10 0.88 -0.310
C -0.72 0.83 -0.22 -0.098
C 0.81 -0.49 -1.33 -0.275
O 0.66 -1.58 -0.64 0.008
N 1.41 -0.65 -2.50 0.100
H -0.39 -0.27 2.97 0.063
H -1.03 1.34 2.61 0.068
H 0.59 0.90 2.07 0.072
H 0.12 -1.27 0.16 0.071
H -1.88 -0.57 0.87 0.098
H -1.31 0.81 -1.13 0.068
H 0.02 1.62 -0.16 0.068
H 1.73 -1.54 -2.88 0.104
H 1.57 0.18 -3.04 0.093

# 2
15
Properties=species:S:1:pos:R:3:lowdin_charge:R:1 method="wB97M-V/def2-TZVPD" smiles="CCN(C)C=O" spin_multiplicity=1 mol_weight_g_mol=87.12
C -1.66 -0.79 -0.16 -0.072
C -0.23 -0.80 0.33 -0.267
N 0.65 0.30 0.34 -0.175
C 0.19 1.58 -0.18 -0.038
C 1.88 -0.18 0.14 -0.365
O 2.08 -1.24 -0.36 0.047
H -1.90 -0.03 -0.87 0.052
H -1.85 -1.85 -0.59 0.108
H -2.34 -0.75 0.65 0.048
H 0.38 -1.53 -0.28 0.108
H -0.10 -1.20 1.37 0.139
H 1.14 2.14 -0.22 0.087
H -0.31 1.66 -1.12 0.066
H -0.54 2.03 0.54 0.105
H 2.62 0.66 0.42 0.156

# 3
15
Properties=species:S:1:pos:R:3:lowdin_charge:R:1 method="wB97M-V/def2-TZVPD" smiles="CC(=O)N(C)C" spin_multiplicity=1 mol_weight_g_mol=87.12
C -0.35 -1.21 -1.51 -0.004
C 0.42 -0.52 -0.42 -0.520
O 1.54 -0.87 -0.11 0.039
N -0.22 0.44 0.32 -0.162
C -1.59 0.89 0.17 -0.064
C 0.56 1.05 1.39 -0.044
H -0.11 -0.76 -2.48 0.088
H 0.01 -2.23 -1.64 0.085
H -1.43 -1.25 -1.42 0.064
H -2.04 0.50 -0.73 0.069
H -1.62 1.97 -0.01 0.089
H -2.19 0.62 1.04 0.094
H 1.48 1.39 0.91 0.092
H 0.05 1.90 1.84 0.083
H 0.78 0.32 2.17 0.090

# 4
15
Properties=species:S:1:pos:R:3:lowdin_charge:R:1 method="wB97M-V/def2-TZVPD" spin_multiplicity=1 mol_weight_g_mol=87.12
C -1.26 -0.53 -0.25 -0.298
C -0.03 -0.15 0.50 -0.258
C 1.28 -0.93 0.08 -0.143
C 0.80 1.06 0.03 -0.152
H -2.23 1.21 -0.24 0.073
H -3.24 -0.07 -0.36 0.056
H -1.49 -1.56 0.01 0.115
H -1.02 -0.50 -1.36 0.131
H -0.22 -0.15 1.57 0.135
H 1.17 -1.56 -0.84 0.122
H 1.84 -1.46 0.85 0.109
H 0.99 1.85 0.80 0.122
H 0.41 1.56 -0.87 0.117
N -2.42 0.27 0.10 0.001
O 2.00 0.27 -0.30 -0.131

# 5
15
Properties=species:S:1:pos:R:3:lowdin_charge:R:1 method="wB97M-V/def2-TZVPD" smiles=CN1CC(O)C1 spin_multiplicity=1 mol_weight_g_mol=87.12
C 1.98 -0.04 0.32 -0.112
N 0.77 0.00 -0.48 -0.209
C -0.21 -1.06 -0.22 -0.127
C -1.32 -0.02 -0.43 -0.347
O -2.39 -0.13 0.49 -0.026
C -0.22 1.02 -0.16 -0.136
H 2.62 -0.88 0.01 0.083
H 2.54 0.90 0.18 0.087
H 1.78 -0.17 1.39 0.078
H -0.16 -1.96 -0.84 0.114
H -0.22 -1.35 0.86 0.125
H -1.67 0.00 -1.47 0.147
H -3.08 0.49 0.23 0.091
H -0.23 1.28 0.91 0.124
H -0.18 1.92 -0.78 0.109

# 6
15
Properties=species:S:1:pos:R:3:lowdin_charge:R:1 method="wB97M-V/def2-TZVPD" smiles="C=CN(O)CC" spin_multiplicity=1 mol_weight_g_mol=87.12
C -1.51 -0.54 2.11 -0.002
C -0.76 0.28 1.39 -0.128
N 0.18 -0.18 0.26 -0.225
O -0.04 -1.52 -0.12 -0.039
C 0.05 0.69 -0.85 -0.228
C 1.40 0.43 -1.77 -0.059
H -2.01 -0.20 3.01 0.046
H -1.60 -1.59 1.87 0.046
H -0.63 1.33 1.63 0.098
H 0.61 -2.03 0.36 0.112
H 0.08 1.72 -0.52 0.107
H -0.83 0.48 -1.47 0.113
H 2.30 0.57 -1.17 0.058
H 1.37 -0.58 -2.16 0.050
H 1.38 1.15 -2.58 0.051

# 7
15
Properties=species:S:1:pos:R:3:lowdin_charge:R:1 method="wB97M-V/def2-TZVPD" smiles="C=NC.CC=O" spin_multiplicity=1 mol_weight_g_mol=87.12
C -0.77 -0.41 -1.92 -0.107
N -1.32 -1.38 -1.34 -0.083
C -0.65 -2.66 -1.47 -0.163
H -1.37 0.50 -1.88 0.068
H 0.22 -0.38 -2.39 0.078
H -0.62 -3.10 -0.46 0.073
H -1.26 -3.40 -2.00 0.074
H 0.37 -2.63 -1.88 0.070
C 1.30 0.68 0.92 -0.049
C 0.48 1.52 1.84 -0.357
O 0.74 2.63 2.19 0.051
H 0.55 0.23 0.25 0.045
H 1.94 1.39 0.39 0.087
H 1.83 -0.02 1.57 0.091
H -0.46 1.01 2.15 0.121

# 8
15
Properties=species:S:1:pos:R:3:lowdin_charge:R:1 method="wB97M-V/def2-TZVPD" spin_multiplicity=1 mol_weight_g_mol=87.12
C 1.65 1.10 -0.18 -0.089
N 0.34 0.57 -0.09 -0.293
C -0.26 -0.12 1.07 -0.131
C -1.40 -0.31 0.06 -0.364
O -2.42 -1.26 0.22 -0.018
C -0.28 -0.44 -0.98 -0.130
H 2.41 0.32 -0.09 0.078
H 1.75 1.61 -1.15 0.087
H 1.77 1.85 0.61 0.088
H -0.44 0.47 1.97 0.118
H 0.32 -1.04 1.30 0.118
H -1.24 0.90 -0.13 0.200
H -2.01 -2.13 0.34 0.101
H 0.29 -1.38 -0.93 0.118
H -0.48 -0.15 -2.01 0.118

# 9
15
Properties=species:S:1:pos:R:3:lowdin_charge:R:1 method="wB97M-V/def2-TZVPD" spin_multiplicity=1 mol_weight_g_mol=87.12
C 2.39 0.51 0.47 -0.106
C 0.99 0.49 -0.15 -0.278
N 0.16 0.20 1.01 0.039
C -0.74 -0.66 0.93 -0.260
O -1.24 -1.20 -0.24 -0.141
C -2.34 -0.41 -0.74 -0.078
H 2.49 -0.40 1.07 0.071
H 3.20 0.53 -0.26 0.065
H 2.46 1.34 1.18 0.073
H 0.82 -0.32 -0.87 0.104
H 0.71 1.43 -0.66 0.117
H -1.15 -1.01 1.88 0.129
H -3.29 -0.90 -0.50 0.085
H -2.27 -0.29 -1.83 0.089
H -2.31 0.58 -0.28 0.090

# 10
15
Properties=species:S:1:pos:R:3:lowdin_charge:R:1 method="wB97M-V/def2-TZVPD" smiles="C=C/C=C/N.O" spin_multiplicity=1 mol_weight_g_mol=87.12
C -1.70 1.56 -1.50 -0.019
C -1.57 0.90 -0.35 -0.219
C -0.50 -0.01 0.01 -0.145
C -0.64 -0.97 0.94 -0.211
N 0.35 -1.84 1.32 0.056
H -2.58 2.16 -1.71 0.043
H -0.91 1.56 -2.23 0.043
H -2.35 1.01 0.38 0.089
H 0.44 0.03 -0.52 0.081
H -1.58 -1.04 1.48 0.113
H 0.25 -2.38 2.16 0.079
H 1.16 -2.00 0.76 0.088
O 3.03 0.40 -0.40 -0.064
H 2.43 0.96 -0.90 0.021
H 3.02 0.77 0.50 0.045

# 11
15
Properties=species:S:1:pos:R:3:lowdin_charge:R:1 method="wB97M-V/def2-TZVPD" smiles="CCNC(C)=O" spin_multiplicity=1 mol_weight_g_mol=87.12
C 1.74 -1.46 -0.17 -0.043
C 0.39 -0.70 -0.38 -0.278
N 0.59 0.62 0.15 -0.008
C -0.56 1.54 0.10 -0.555
C -1.87 0.95 0.22 -0.055
O -0.32 2.74 -0.04 0.065
H 1.63 -2.32 -0.73 0.042
H 2.62 -1.05 -0.77 0.110
H 1.97 -1.55 0.78 0.012
H 0.15 -0.46 -1.33 0.101
H -0.18 -1.24 0.12 0.021
H 0.68 0.51 1.33 0.217
H -2.04 0.17 -0.66 0.120
H -2.90 1.78 0.16 0.179
H -1.89 0.50 1.22 0.073

# 12
15
Properties=species:S:1:pos:R:3:lowdin_charge:R:1 method="wB97M-V/def2-TZVPD" smiles="CCCC(N)=O" spin_multiplicity=1 mol_weight_g_mol=87.12
C 0.42 2.12 0.07 -0.113
C -0.42 0.82 -0.03 -0.239
C 0.51 -0.32 -0.47 -0.131
C -0.16 -1.76 -0.42 -0.560
N -0.68 -2.10 0.79 0.156
O -0.22 -2.43 -1.42 0.051
H 0.03 2.86 0.76 0.067
H 1.37 1.81 0.51 0.064
H 0.70 2.59 -0.87 0.073
H -1.24 0.87 -0.73 0.112
H -0.68 0.64 1.02 0.096
H 1.36 -0.33 0.21 0.109
H 0.87 -0.42 -1.49 0.114
H -0.81 -1.30 1.37 0.080
H -1.08 -3.03 0.70 0.120

Computed Kohn-Sham gap (eV) in order:
8.5; 9.8; 10.0; 10.6; 9.7; 9.6; 10.8; 9.6; 10.8; 8.5; 10.3; 10.5
Computed DFT total energy (eV) in order:
-7828.880; -7829.796; -7831.571; -7830.064; -7830.194; -7828.771; -7829.847; -7828.085; -7830.137; -7830.374; -7828.225; -7831.552